19
Properties=species:S:1:pos:R:3:forces:R:3 method="wB97M-V/def2-TZVPD" e_lumo_ev="-3.2 / -10.9" charge=+1 orbital_gap_ev="11.6 / 3.9" relative_energy_kcal_mol=14.1 homo_energy_ha="-0.5467 / -0.5460" multiplicity=2
H -2.61753 -0.07818 1.84203 -0.156 0.804 -0.555
H -2.50752 -0.66658 -1.21468 0.049 -0.123 0.005
H 1.74368 -1.23030 -1.59844 -0.290 0.035 -0.051
H 3.01413 -0.19515 0.33197 0.119 -0.582 0.292
H 1.56890 -0.10437 1.32269 0.772 0.351 0.123
C 1.36496 -1.09408 -0.57858 0.156 -0.323 0.076
H 0.28809 -0.77794 -0.65287 0.208 0.037 -0.281
H 1.80465 2.12831 0.61580 -0.114 -0.225 0.091
H 2.55220 1.66190 -0.87302 -0.247 -0.236 -0.286
C -2.67658 0.04990 -0.41444 -0.016 0.274 0.389
H -1.07892 -0.03805 1.06339 0.198 -0.335 0.003
C -2.10008 -0.39913 0.92612 -0.386 -0.441 0.967
H -3.74678 0.22797 -0.34752 -0.048 -0.054 -0.071
C 1.68421 1.41431 -0.20497 1.115 1.198 1.007
C 1.89456 0.03135 0.26376 -1.978 0.499 -0.478
H -2.21152 0.99266 -0.70772 -0.132 0.062 -0.094
H 1.42630 -2.02882 -0.02406 0.360 -0.053 -0.123
H -2.19760 -1.46943 1.13478 0.563 -0.165 -0.668
H 0.82499 1.80384 -0.76250 -0.172 -0.723 -0.347

21
Properties=species:S:1:pos:R:3:forces:R:3 method="wB97M-V/def2-TZVPD" e_lumo_ev="0.8 / -0.4" orbital_gap_ev="6.6 / 9.4" relative_energy_kcal_mol=0.0 homo_energy_ha="-0.2159 / -0.3596" multiplicity=3
H 1.25576 2.99187 0.09750 0.021 0.066 -0.015
H -3.05434 -1.23235 -0.42368 -0.270 -0.148 0.069
C -2.42239 -0.57301 -1.02212 -0.174 -0.156 0.420
H -0.23356 1.12020 0.65954 0.369 -0.225 -0.241
H -1.33890 -3.34383 -2.31039 -0.100 -0.217 -0.039
C 0.98215 0.24049 2.19710 -0.175 0.105 -0.280
C 1.41810 2.42372 1.01362 -0.143 -0.280 -0.284
H 0.92629 2.94330 1.83705 0.028 -0.027 -0.018
C -0.59742 -2.56065 -2.12912 -0.468 -0.384 0.043
H 2.48603 2.37964 1.21059 0.132 0.040 0.058
H 2.02692 0.20062 2.49373 0.130 -0.023 0.076
H -0.10608 -2.34817 -3.07909 0.039 0.149 -0.040
H 0.18365 -2.98234 -1.49493 0.084 0.035 0.101
H 0.62267 -0.77815 2.07407 -0.032 -0.086 0.056
H 0.40763 0.73326 2.97936 -0.015 0.003 0.096
H -3.01559 -0.26043 -1.88457 -0.028 -0.036 -0.177
H -2.23486 0.32226 -0.42331 -0.008 -0.041 -0.110
H 1.50354 0.77762 -1.01546 -0.136 0.132 -0.131
C 0.85397 0.99290 0.87028 -0.265 0.378 0.808
B -1.15016 -1.28007 -1.49604 0.753 0.784 -0.371
N 1.48660 0.23313 -0.15415 0.258 -0.068 -0.020

24
Properties=species:S:1:pos:R:3:forces:R:3 method="wB97M-V/def2-TZVPD" e_lumo_ev=0.3 orbital_gap_ev=10.3 relative_energy_kcal_mol=68.0 homo_energy_ha=-0.3677 smiles="CC[Si](C)(Cl)Cl.C[Si](C)=O"
H -2.41816 0.36090 2.40408 -0.191 0.323 -0.324
C -3.18355 0.01065 -0.53439 0.747 -2.521 -0.536
H 4.66435 -0.42262 -0.11334 -0.468 0.140 -0.061
C -1.43794 0.14852 1.98099 0.494 -0.865 0.594
C 3.79834 -0.02561 -0.67444 -0.290 -1.489 1.412
H -3.09567 -0.58842 -1.48661 0.290 1.203 0.418
H 1.90382 3.08240 0.43039 -2.591 2.056 1.838
H -1.23679 -0.87842 2.33112 -0.077 0.038 -0.658
O 1.44387 0.30962 1.27127 0.675 0.227 -0.105
C 2.59037 2.68122 -0.18330 3.750 -0.910 -0.889
C -3.94048 -1.00765 0.33042 2.841 0.306 4.434
Cl -0.93903 2.28078 -0.34974 0.431 1.353 -0.338
Si -1.36708 0.39805 0.13209 -2.568 -1.556 0.456
H -3.84794 0.81257 -0.68379 -0.390 1.455 -0.454
H -3.14774 -1.78353 0.75103 -1.918 1.176 -0.800
H 3.24038 -0.89931 -1.04870 0.404 0.176 -0.273
Cl -0.23632 -0.86414 -1.03677 0.232 -0.170 -0.006
H 3.59452 3.22056 -0.00347 -1.272 -1.122 0.103
Si 2.52467 0.86614 0.33990 0.284 0.888 -0.941
H -4.80797 -1.48918 0.04776 -1.400 -1.289 -2.028
H -0.68552 0.68186 2.54418 0.193 0.560 -0.198
H 2.42230 2.91066 -1.23026 -0.492 -0.365 -0.169
H -4.42228 -0.54149 1.25747 1.238 -0.119 -0.675
H 4.18403 0.59941 -1.44204 0.078 0.507 -0.797

24
Properties=species:S:1:pos:R:3:forces:R:3 method="wB97M-V/def2-TZVPD" e_lumo_ev="-6.8 / -8.3" charge=+1 orbital_gap_ev="6.2 / 4.7" relative_energy_kcal_mol=80.9 homo_energy_ha="-0.4767 / -0.4761" multiplicity=4
Co 20.17056 6.56729 12.65097 -2.390 -0.246 3.698
H 19.86027 8.27553 10.24465 0.062 0.157 -0.284
H 22.27153 7.79018 6.64561 -0.083 -0.624 0.241
C 21.15012 7.86804 8.50132 -0.618 2.289 0.812
H 19.23923 8.90468 8.79329 -0.202 -0.162 -0.302
O 23.49141 3.24722 11.23777 -0.142 0.381 0.353
H 24.82892 5.36424 10.21024 0.131 0.268 -0.013
H 20.49210 7.49844 6.52124 0.176 0.176 -0.387
C 23.92449 5.69624 10.72004 0.422 -2.292 1.311
C 21.28215 8.07212 7.00582 -0.181 0.247 0.021
H 21.28004 9.12845 6.73705 -0.717 0.063 0.141
H 19.17791 7.13093 9.09159 -0.106 0.051 -0.269
H 21.83122 8.55315 9.00612 0.189 0.683 -0.075
C 22.97132 4.40923 10.64581 1.556 1.109 -0.971
C 19.77381 8.03891 9.18416 -0.505 1.294 -0.921
H 22.98347 4.16689 9.58316 -0.596 0.135 -0.133
H 25.08363 5.61552 12.34868 0.046 -0.054 -0.135
H 23.51406 6.53840 10.16291 0.240 0.049 0.372
H 21.50220 6.44954 9.74810 0.586 -0.880 -3.489
Cl 21.23070 6.66445 11.11836 1.018 1.544 3.910
O 24.24076 6.01311 12.11828 -0.920 0.223 -1.239
H 21.97791 4.71213 10.97672 0.245 -1.205 0.051
H 23.33442 3.26627 12.18465 0.141 0.024 0.152
O 21.56864 6.62510 8.80662 1.648 -3.231 -2.844

25
Properties=species:S:1:pos:R:3:forces:R:3 method="wB97M-V/def2-TZVPD" e_lumo_ev="-3.4 / -5.5" charge=+1 orbital_gap_ev="9.1 / 6.9" homo_energy_ha="-0.4594 / -0.4573" multiplicity=2
H 2.26695 -0.96151 -0.74908 0.088 -0.010 -0.042
C -2.44809 1.39923 0.27370 0.098 0.185 -0.078
N -0.26702 2.43039 -0.09124 0.185 -0.126 -0.292
H 2.68048 0.60484 -0.56330 0.134 -0.043 -0.019
H 0.29732 2.95532 -0.74989 -0.024 0.118 0.046
Cu 0.24743 0.33972 0.18673 -0.203 -0.106 0.433
H 3.96102 -0.37682 1.07101 -0.031 -0.056 -0.137
C 0.99467 -0.09203 2.85745 1.895 0.413 0.539
H -2.08183 -0.59206 0.68174 0.038 -0.043 0.014
H 3.06298 0.37855 3.15040 0.086 0.031 -0.031
H -0.14184 2.86896 0.81715 0.067 -0.008 0.013
O 0.07739 -0.28743 1.95711 -0.736 -0.228 -0.418
C -1.69544 2.48907 -0.47620 -0.109 -0.176 0.095
N 2.20995 -0.17333 -0.11221 -0.707 0.337 0.026
H 2.68568 -1.54078 1.41146 -0.033 -0.015 -0.064
H -3.50345 1.41988 0.00346 -0.014 -0.031 0.030
N -1.82409 0.09460 -0.02076 0.469 -0.027 0.014
H -1.76246 2.31494 -1.55103 0.001 0.045 -0.009
C 2.38067 0.39117 2.30646 -0.966 -0.283 0.068
H -2.13877 3.46046 -0.25802 0.024 0.021 -0.042
O 0.88609 -0.25776 4.04872 -0.580 -0.068 -0.453
H 2.26532 1.42732 1.96556 0.188 0.008 -0.005
C 2.88174 -0.49595 1.17692 0.271 0.116 0.299
H -2.11702 -0.25710 -0.92654 -0.102 -0.011 0.001
H -2.36355 1.56843 1.34788 -0.038 -0.043 0.012

23
Properties=species:S:1:pos:R:3:forces:R:3 method="wB97M-V/def2-TZVPD" e_lumo_ev="-3.0 / -6.8" charge=+1 orbital_gap_ev="5.3 / 6.5" relative_energy_kcal_mol=0.0 homo_energy_ha="-0.3049 / -0.4890" multiplicity=6
C -0.94742 0.61119 -1.83472 -1.637 0.305 -0.417
N 0.91886 -1.07551 3.52666 0.431 -2.991 3.800
N 0.38433 -0.77331 1.45005 -2.791 -6.546 -3.414
C 0.45519 -2.29537 3.06433 0.862 -0.038 3.279
H 2.16410 1.40789 3.07049 0.137 0.189 0.138
H -1.82352 -0.06249 -1.70780 0.466 0.488 -1.085
C 1.12842 1.27310 2.75016 -0.393 -0.544 -0.160
C 0.06628 -2.11865 1.78084 -0.033 4.597 -3.754
H 0.97096 -1.45055 -2.27293 -0.014 -0.055 0.135
H 0.47487 1.63514 3.55024 -0.002 0.308 0.213
H -1.23498 1.66262 -1.76477 -0.271 -0.067 -0.317
H 0.87190 -2.33625 -0.88985 0.293 0.372 -0.246
H 2.18927 -1.37468 -1.18130 -0.300 -0.015 0.109
H 1.20739 -0.82721 4.46082 -0.097 -0.497 -0.088
H -0.20357 0.44964 -2.61247 -0.580 -0.163 -0.777
H -0.46581 -2.77932 1.08230 0.468 0.369 0.512
H 0.41855 -3.18879 3.67009 -0.019 0.162 -0.001
C 0.85897 -0.16043 2.53087 1.827 4.528 0.848
Ir 0.17210 0.24321 -0.29623 -0.455 -0.527 2.238
H 1.31365 1.32292 -0.17112 1.600 1.376 -0.068
H 0.95769 1.87089 1.84986 0.041 -0.194 0.292
H -1.12986 0.65169 0.66543 0.401 -0.288 -0.970
N 1.17093 -1.43046 -1.27142 0.065 -0.768 -0.269

20
Properties=species:S:1:pos:R:3:forces:R:3 method="wB97M-V/def2-TZVPD" e_lumo_ev=-3.5 charge=+1 orbital_gap_ev=10.0 relative_energy_kcal_mol=14.0 homo_energy_ha=-0.4969
H 0.68658 -1.61103 1.37058 0.095 0.000 -0.033
C 1.63172 0.84387 0.25719 -0.118 -0.240 -0.207
H 0.72328 0.38636 -2.28534 -0.140 0.084 0.111
N -2.02902 0.37868 -0.14050 0.496 -0.270 -0.253
H 0.36483 -1.40891 -2.08756 0.079 -0.068 0.033
H 2.71383 0.79968 0.37151 0.080 0.063 0.045
H -1.60375 0.51418 1.92095 0.150 0.049 -0.026
H -1.05625 0.10387 -0.47153 -0.373 0.164 0.136
H 0.91958 -2.55613 -0.10368 0.146 -0.111 -0.023
C 1.27265 -1.68840 0.44563 -0.376 0.326 0.258
H 2.30792 -1.82333 0.75983 0.026 -0.101 -0.079
C 0.68073 -0.47866 -1.63108 0.053 0.148 0.148
H -2.46100 0.92121 -0.88866 -0.012 -0.029 -0.030
H 1.37711 1.70973 -0.35371 0.082 0.035 0.046
H -2.55526 -0.49027 -0.04070 -0.060 0.040 -0.026
C -2.00911 1.14709 1.13849 -0.284 0.045 0.121
H -1.42363 2.04778 0.99797 0.149 -0.027 0.030
C 1.14527 -0.43328 -0.37279 -0.019 -0.160 -0.317
H -3.02896 1.42062 1.39853 0.011 -0.023 -0.036
H 1.21296 0.95856 1.25695 0.013 0.074 0.102

20
Properties=species:S:1:pos:R:3:forces:R:3 method="wB97M-V/def2-TZVPD" e_lumo_ev="-13.0 / -13.4" charge=+2 orbital_gap_ev="8.1 / 7.8" relative_energy_kcal_mol=106.4 homo_energy_ha="-0.7781 / -0.7782" multiplicity=2
H -0.80188 -0.81252 1.56635 -1.256 0.064 -0.748
C -1.69442 -0.93334 -2.11139 -0.598 1.371 -0.677
C 1.42300 0.53035 2.21910 -1.972 -2.366 2.026
H -0.04787 -0.91649 -0.85024 0.089 1.587 -3.442
H 0.42001 2.56229 0.67284 -0.154 -0.901 -0.394
H 1.97130 -0.38225 2.47241 0.430 0.600 0.024
H 0.48949 -1.85239 0.90442 -0.409 -0.289 -1.277
C -0.01213 -0.87349 0.82541 3.697 1.538 5.170
H -0.99226 1.48872 0.87406 -0.097 0.243 0.291
H -0.25532 1.54591 -0.67339 0.309 0.247 -0.408
C -0.02407 1.58056 0.38549 -0.023 0.410 0.835
H 1.64669 0.21044 0.04054 0.289 0.042 0.336
H -2.29294 0.00964 -1.95977 -0.031 -0.362 0.163
H -1.94101 -1.21873 -3.14238 0.475 0.006 0.172
H 1.96872 1.46182 2.25647 0.211 0.260 -0.479
N -0.32189 -0.57553 -1.89474 -1.260 -3.773 2.261
H 0.28253 -0.95833 -2.62289 0.852 0.784 -0.233
C 0.83606 0.34547 0.76014 -1.601 -0.046 -3.274
H -2.07168 -1.65279 -1.37151 0.127 0.183 0.099
H 0.55115 0.54390 2.93023 0.923 0.404 -0.445

21
Properties=species:S:1:pos:R:3:forces:R:3 method="wB97M-V/def2-TZVPD" e_lumo_ev=1.0 orbital_gap_ev=8.7 relative_energy_kcal_mol=39.0 homo_energy_ha=-0.2815 smiles=CNCCN(C)C
C -2.04394 -0.08707 0.29152 -0.282 -0.715 -0.350
C 1.25806 0.68553 0.01530 -0.731 -0.673 -0.054
H 1.78530 1.63556 0.09261 0.222 0.038 -0.052
H 0.97710 0.32684 -3.31630 0.242 0.070 -0.095
N -0.77905 -0.43392 0.87778 0.142 0.116 -0.423
H -0.10729 -0.10378 -1.35641 0.289 -0.278 0.208
H -1.17597 -1.57088 2.62422 -0.256 -0.101 0.252
N 0.66716 0.52696 -1.26978 -0.297 0.953 -1.002
H 0.30548 -1.97892 1.74627 0.059 0.088 0.114
H -1.20421 -2.44834 1.05124 -0.184 0.020 0.270
C 0.19799 0.59500 1.12618 0.529 -0.827 0.163
H -2.14886 0.98014 0.11930 -0.029 0.158 0.366
H 1.93873 -0.15950 0.20253 0.480 0.237 0.126
H -0.31021 1.52294 1.37593 0.185 0.367 -0.122
H 1.63045 1.82869 -2.57313 -0.165 0.054 -0.368
H 2.49990 0.37147 -2.33398 0.072 -0.553 -0.157
C 1.48227 0.75048 -2.45088 -0.253 0.417 0.935
H -2.19770 -0.53811 -0.70631 0.162 -0.032 0.066
H -2.86391 -0.50494 0.89162 -0.089 0.466 0.115
H 0.81747 0.25328 1.95946 -0.412 0.392 0.549
C -0.72877 -1.65142 1.63281 0.314 -0.197 -0.542

21
Properties=species:S:1:pos:R:3:forces:R:3 method="wB97M-V/def2-TZVPD" e_lumo_ev=1.1 orbital_gap_ev=9.9 relative_energy_kcal_mol=21.8 homo_energy_ha=-0.3241 smiles=CCCNCCN
C -1.55994 1.38406 0.54832 -0.438 -0.142 -0.098
H -2.44560 0.91944 0.10225 -0.098 0.096 0.026
H -2.47498 1.48978 2.51938 0.063 -0.158 0.078
H 1.57911 -2.65484 -1.92897 0.187 -0.053 -0.032
C 0.89563 -1.33237 -0.35161 -0.405 0.680 0.472
H -0.98498 -0.34146 1.63364 -0.029 -0.139 0.293
H -2.63345 2.94905 1.58223 0.051 0.056 -0.021
H 0.37694 0.63604 1.16774 0.080 0.160 -0.089
C -1.95190 2.12859 1.80970 -0.165 0.240 0.068
H 0.73915 -2.21197 0.26959 0.154 -0.579 -0.221
H -1.20536 2.08665 -0.20605 0.326 -0.111 -0.014
H 2.84788 -0.12120 -1.40337 0.086 0.021 -0.072
N -0.37011 -0.55279 -0.38576 0.559 -0.310 0.184
H 3.50932 -1.47853 -2.05713 -0.152 0.104 0.150
H 1.62059 -0.75481 0.22706 0.070 0.153 -0.161
H -1.08023 2.55147 2.31205 0.021 0.002 0.022
C 1.45496 -1.58716 -1.75525 -0.246 -0.049 0.027
C -0.58214 0.25720 0.81409 0.019 0.078 -0.135
H 0.68261 -1.25111 -2.44801 -0.056 -0.007 -0.056
H -1.11418 -1.24237 -0.38909 -0.119 0.173 -0.354
N 2.69668 -0.87369 -2.06079 0.089 -0.214 -0.067

21
Properties=species:S:1:pos:R:3:forces:R:3 method="wB97M-V/def2-TZVPD" e_lumo_ev=1.1 orbital_gap_ev=9.9 relative_energy_kcal_mol=14.4 homo_energy_ha=-0.3260 smiles=CC(C)CNCN
N 0.04318 -1.25381 0.35192 0.139 -0.004 0.391
N 2.32346 -1.81827 -0.38671 0.466 0.532 0.468
C -1.40820 1.13355 1.33221 -0.191 -0.342 1.006
C -0.87726 2.24643 -0.89080 0.235 -0.653 0.377
H 0.18224 -1.14328 1.34817 -0.091 0.080 0.002
C 0.16463 0.03985 -0.31644 0.024 -0.033 0.489
H 0.93022 -3.12780 0.55334 -0.020 0.355 0.298
C -1.05761 0.92607 -0.13492 -0.713 0.244 0.128
H -0.70629 1.99768 -1.92720 0.036 0.170 -0.505
H -1.28376 0.20436 1.89663 0.234 0.010 -0.066
H -2.45222 1.36430 1.57188 -0.008 0.275 -0.658
H -0.82527 1.90094 1.84503 0.281 0.033 -0.197
H 0.59864 -2.68463 -1.04932 -0.124 0.269 -0.275
H 0.30161 -0.18445 -1.36837 0.159 0.207 -0.293
H 0.01172 2.76933 -0.52455 -0.215 0.174 0.024
H 1.04028 0.59468 0.05401 0.048 -0.065 -0.315
H 2.74870 -2.15250 -1.23218 -0.097 -0.178 -0.055
H -1.77080 2.85974 -0.81335 0.060 0.207 0.049
C 0.96940 -2.25769 -0.11686 0.115 -0.924 -0.522
H -1.92169 0.42351 -0.57350 0.038 -0.230 -0.147
H 2.98904 -1.83801 0.38099 -0.376 -0.128 -0.199

21
Properties=species:S:1:pos:R:3:forces:R:3 method="wB97M-V/def2-TZVPD" e_lumo_ev=1.1 orbital_gap_ev=9.9 relative_energy_kcal_mol=49.0 homo_energy_ha=-0.3245 smiles=NCCCCCN
H 0.02263 0.97442 0.67736 -0.477 -0.728 0.688
H -0.37096 1.38149 -2.00198 -1.915 0.718 -0.177
H -1.02063 3.16646 -0.62518 0.282 -0.238 0.106
H -1.34417 -0.73252 -1.60018 1.176 -0.361 -0.516
C -1.45028 1.34648 -1.57226 0.698 -0.649 -3.031
N 2.65266 -1.61162 0.67087 0.606 -0.372 1.164
C 0.22052 -1.26450 0.83257 -1.143 -0.915 1.228
C 0.08944 0.05751 0.06660 -1.965 0.074 -1.827
N -1.75810 2.62439 -1.04133 -0.679 1.345 1.629
H 0.92481 0.43430 -0.55511 0.009 -1.158 -0.244
H -2.60329 2.74831 -0.46483 0.634 -0.550 -0.578
H 0.14079 -2.24324 0.26669 0.074 1.463 -0.178
H -2.23918 1.27208 -2.43774 1.669 -0.658 1.259
H 3.52993 -1.88771 1.23677 -1.674 1.354 -1.870
H -0.73519 -1.34233 1.54014 2.161 0.358 -1.053
H -2.08674 -0.30775 -0.27351 -0.919 0.265 1.404
H 1.60812 -0.30946 2.10463 0.391 -1.455 -0.200
H 1.44807 -2.16894 2.41944 0.581 1.499 -1.523
C 1.55824 -1.34310 1.59480 -1.422 0.209 1.920
H 2.66320 -0.81925 -0.00292 1.064 -0.995 0.896
C -1.24987 0.02500 -0.83481 0.849 0.792 0.901